C5H7O5P | ωB97M-V/def2-TZVPD

The value obtained for the strongest force on any atom is 0.086 hartree/bohr. The frontier orbital gap is 6.192 eV. Its net charge is -2. Its LUMO energy is 5.863 eV. The total energy comes out at -24823.7272 eV. The relative energy (zero: lowest compared OMol25 entry of this formula, charge and spin) comes out at 54.86 kcal per mole.

Element x y z (Å)
C 0.7826 -1.3178 -0.0983
C 1.6241 -0.3136 -0.1389
C -0.3897 -0.6984 0.5207
C 0.5042 0.6649 0.5585
C 2.9717 0.2082 -0.5986
O -2.5804 1.4731 0.0422
O -3.1359 -0.6226 1.4251
O -4.1520 -0.2172 -1.0189
O 0.1814 1.7335 -0.0486
O -1.7249 -0.7331 -0.7774
P -3.0250 -0.1211 0.0242
H 0.8077 -2.2832 -0.5750
H -0.8041 -1.1703 1.4043
H 0.8963 0.7550 1.6701
H 3.6115 -0.4216 -1.1326
H 3.5006 0.4001 0.3817
H 2.6625 1.2133 -1.1997
H -1.7307 1.4507 -0.4388

And the natural (NBO) charges, in e, turn out to be:
1 C -0.292
2 C -0.007
3 C 0.050
4 C 0.192
5 C -0.667
6 O -1.061
7 O -1.211
8 O -1.218
9 O -0.869
10 O -0.918
11 P 2.490
12 H 0.158
13 H 0.203
14 H 0.011
15 H 0.180
16 H 0.199
17 H 0.241
18 H 0.518